The following is a DFT calculation (wB97M-V/def2-TZVPD) of 2 unconnected molecules or ions with the total composition C3H6NO2 in a non-equilibrium geometry.

## Properties
- LUMO: 4.474 eV
- Kohn-Sham gap: 8.81 eV
- Energy above the lowest of the compared OMol25 structures with the same formula, charge and spin: 99.9 kJ/mol

Geometry as ORCA input:
```
! wB97M-V def2-TZVPD RIJCOSX def2/J DEFGRID3
* xyz -1 1
O 1.10 0.70 -0.51
O -0.58 -0.76 -0.07
N -0.89 2.29 1.21
C 0.53 -0.41 -0.55
C -1.58 1.36 1.73
C 1.24 -1.51 -1.37
H 2.31 -1.35 -1.49
H -0.20 1.82 0.59
H -2.60 1.58 2.05
H 0.84 -1.52 -2.39
H -1.23 0.33 1.80
H 1.07 -2.52 -0.99
*
```

List of Löwdin charges in e, atom by atom:
1. O -0.0946
2. O -0.1021
3. N 0.0044
4. C -0.7756
5. C -0.1864
6. C -0.0654
7. H 0.0485
8. H -0.0023
9. H 0.0328
10. H 0.0553
11. H 0.0360
12. H 0.0493